Below is C12H19NOP as an isolated structure at a distorted geometry, with properties calculated with the ωB97M-V functional and the def2-TZVPD basis.

Results
Total charge: +1
E_LUMO, eV: -3.79
Energy above the lowest of the compared OMol25 structures with the same formula, charge and spin, kJ/mol: 189.4
2S+1: 1
E_HOMO, eV: -12.29
Gap between HOMO and LUMO, eV: 8.500

The geometry in XYZ format:
```
34
Properties=species:S:1:pos:R:3:nbo_charge:R:1
C 2.1904 3.2218 2.6039 -0.173
C 2.8220 2.1673 2.0280 -0.195
C 0.7315 3.2736 2.2974 -0.160
C 2.2352 1.3210 1.0895 -0.208
C 0.2435 2.5570 1.2602 -0.230
C 0.9728 1.5656 0.6557 -0.072
C 0.8328 -1.8541 0.3947 -0.478
C 1.3800 -2.3496 -0.9118 -0.106
C -0.2454 -0.7225 0.4328 -0.183
C 0.3765 0.6337 -0.2798 -0.557
C -3.5480 -0.3915 -1.2525 -0.435
C -1.4596 -1.1591 -0.3028 -0.232
N -2.3770 -0.0814 -0.4395 -0.660
O 2.2173 -1.4019 -1.5547 -0.737
P 1.3470 -0.0204 -1.7303 1.374
H 2.5153 3.7570 3.4106 0.229
H 3.8979 1.9836 2.2783 0.230
H -0.0026 4.0472 2.6419 0.236
H 2.6821 0.4232 0.6935 0.195
H -0.7832 2.5336 1.0172 0.207
H 0.2730 -2.7509 0.8143 0.252
H 1.6918 -1.7117 1.0500 0.242
H 2.1973 -3.1207 -0.8173 0.257
H 0.5025 -2.4565 -1.6116 0.178
H -0.3915 -0.4209 1.4774 0.250
H -3.9955 0.5699 -1.5918 0.233
H -3.2815 -0.9056 -2.2668 0.198
H -4.1646 -1.2729 -0.8741 0.196
H -1.9600 -2.0406 0.1498 0.205
H -1.0459 -1.5022 -1.3021 0.163
H -0.5532 1.1739 -0.6629 0.327
H -2.5540 0.3691 0.5096 0.379
H 2.5275 0.7323 -1.9946 0.069
H 0.5913 -0.4060 -2.7602 0.008
```


Below is C19H16BrN5O6Pt as an isolated structure at a distorted geometry, with properties calculated with the ωB97M-V functional and the def2-TZVPD basis.

Results
Total charge: 0
E_LUMO, eV: -0.20
Energy above the lowest of the compared OMol25 structures with the same formula, charge and spin, kJ/mol: 39.2
2S+1: 1
E_HOMO, eV: -7.81
Gap between HOMO and LUMO, eV: 7.611

The geometry in XYZ format:
```
48
Properties=species:S:1:pos:R:3:nbo_charge:R:1
Pt -0.7016 -1.6103 0.2311 1.030
Br 2.9627 -0.8915 0.3406 0.045
C 2.5504 -2.6670 -0.1942 0.159
C 3.5798 -3.5656 -0.4103 -0.274
C 3.2328 -4.8462 -0.8169 -0.153
C 1.8986 -5.1733 -0.9857 -0.211
C 0.9494 -4.1968 -0.7322 0.102
N 1.2783 -2.9674 -0.3513 -0.496
C -0.5399 -4.4729 -0.9076 0.736
O -0.8511 -5.5750 -1.3303 -0.636
O -1.3368 -3.4953 -0.6558 -0.753
H 4.6087 -3.2707 -0.2653 0.235
H 4.0082 -5.5790 -1.0008 0.224
H 1.5644 -6.1504 -1.3018 0.255
O -0.6540 -2.2312 2.1167 -0.472
N -0.8883 -1.3123 2.9853 0.179
N -1.0303 -0.1530 2.5156 0.144
O -0.9596 0.1286 1.2169 -0.591
C -1.3078 0.9473 3.4062 0.171
C -1.5870 2.1797 2.8444 -0.239
C -1.8642 3.2509 3.6831 -0.197
C -1.8607 3.0842 5.0585 -0.205
C -1.5779 1.8361 5.6011 -0.196
C -1.2987 0.7576 4.7809 -0.236
H -1.5899 2.2917 1.7712 0.243
H -2.0887 4.2174 3.2513 0.220
H -2.0785 3.9218 5.7080 0.219
H -1.5766 1.6974 6.6740 0.221
H -1.0781 -0.2159 5.1930 0.245
O 1.4837 4.8487 -0.7730 -0.718
C 0.7535 4.6354 -1.9607 0.112
N 0.4678 3.2192 -1.9547 -0.615
C -0.2076 2.6527 -2.9758 0.655
O -0.6020 3.2965 -3.9328 -0.612
C -0.4497 1.1745 -2.8817 -0.170
C -0.6394 0.4520 -4.0518 -0.100
C -0.8772 -0.9049 -3.9680 -0.244
C -0.9330 -1.5092 -2.7228 0.071
N -0.7638 -0.8060 -1.5961 -0.424
C -0.5316 0.5135 -1.6748 0.071
H 1.7217 5.7781 -0.7136 0.482
H 1.3296 4.8952 -2.8524 0.166
H -0.1818 5.1999 -1.9784 0.167
H 0.8824 2.6810 -1.2120 0.417
H -0.6068 0.9731 -4.9997 0.247
H -1.0287 -1.5045 -4.8539 0.236
H -1.1498 -2.5574 -2.5970 0.256
H -0.4306 1.0227 -0.7262 0.232
```


Below is a 2-piece molecular cluster, C3H8NOS overall at a distorted geometry, with properties calculated with the ωB97M-V functional and the def2-TZVPD basis.

Results
Total charge: +1
E_LUMO, eV: -4.35
Energy above the lowest of the compared OMol25 structures with the same formula, charge and spin, kJ/mol: 404.4
2S+1: 1
E_HOMO, eV: -13.41
Gap between HOMO and LUMO, eV: 9.063

The geometry in XYZ format:
```
14
Properties=species:S:1:pos:R:3:nbo_charge:R:1
C -1.2477 0.4533 0.2016 -0.292
C -0.9648 -1.0660 0.3782 -0.095
C 0.9939 -0.0896 -0.4272 0.246
N 0.0726 1.0210 0.2037 -0.581
O 0.3373 -1.2021 -0.2456 -0.500
S 2.6739 0.1115 -0.0020 0.077
H -1.7561 0.6188 -0.7422 0.255
H -2.0048 0.8918 0.7346 0.270
H -0.8007 -1.6032 1.3230 0.234
H -1.7751 -1.6878 -0.0818 0.245
H 0.6940 0.6443 -2.1094 -0.010
H 0.1477 1.8474 -0.4920 0.485
H 0.4457 1.2648 1.1222 0.444
H 3.1841 -1.2042 0.1369 0.221
```


Below is an isolated ion of composition C22H37F3IN4O2 and charge +1, with properties calculated with the ωB97M-V functional and the def2-TZVPD basis.

Results
Total charge: +1
E_LUMO, eV: -3.74
2S+1: 1
E_HOMO, eV: -12.37
Gap between HOMO and LUMO, eV: 8.625
SMILES: CCCCCCCCCCCn1c(NI)nc(CCOC(=O)CC)[n+]1CCC(F)=C(F)F

The geometry in XYZ format:
```
69
Properties=species:S:1:pos:R:3:nbo_charge:R:1
C 2.7297 -1.3243 1.9343 -0.618
C 3.8553 -2.1895 1.3303 -0.405
C 4.9957 -1.3775 0.7073 -0.389
C 4.6063 -0.4821 -0.4713 -0.399
C 4.2038 -1.2385 -1.7480 -0.395
C 2.6890 -1.4915 -1.8560 -0.402
C 2.2475 -1.9075 -3.2700 -0.397
C 0.9427 -1.2479 -3.7189 -0.386
C -0.3077 -1.7308 -2.9532 -0.409
C -0.8234 -0.7043 -1.9526 -0.421
C -2.1157 -1.1336 -1.2373 -0.227
N -2.9484 -0.0061 -0.8187 -0.183
C -3.8297 0.8015 -1.4412 0.568
N -4.2345 0.7958 -2.7173 -0.774
I -3.7417 -0.3509 -4.2947 0.443
N -4.3220 1.7131 -0.5901 -0.491
C -3.7354 1.4806 0.5648 0.498
C -3.9447 2.3139 1.7788 -0.491
C -3.2182 3.6669 1.6007 -0.070
O -2.0769 3.5037 0.7602 -0.540
C -0.8665 3.3645 1.3843 0.794
O -0.6307 3.8725 2.4329 -0.557
C 0.1198 2.5610 0.5768 -0.502
C 1.0793 3.5010 -0.1709 -0.597
N -2.9028 0.4504 0.4897 -0.166
C -2.0538 -0.0911 1.5416 -0.239
C -2.7772 -1.1674 2.3645 -0.466
C -2.2486 -1.3372 3.7537 0.214
F -3.1488 -1.8328 4.6163 -0.297
C -1.0173 -1.1706 4.1920 0.678
F -0.0777 -0.5321 3.5187 -0.301
F -0.5825 -1.5835 5.3452 -0.267
H 2.6278 -1.5000 3.0059 0.218
H 2.9204 -0.2567 1.7970 0.202
H 1.7592 -1.5363 1.4741 0.187
H 4.2876 -2.7907 2.1351 0.213
H 3.4420 -2.8943 0.6048 0.192
H 5.4282 -0.7520 1.4974 0.204
H 5.7883 -2.0659 0.3956 0.207
H 5.4611 0.1667 -0.6853 0.216
H 3.7903 0.1879 -0.1742 0.184
H 4.4828 -0.6240 -2.6106 0.202
H 4.7453 -2.1886 -1.7972 0.206
H 2.4285 -2.2885 -1.1523 0.200
H 2.1821 -0.5679 -1.5519 0.180
H 3.0254 -1.6166 -3.9828 0.212
H 2.1332 -2.9937 -3.3398 0.203
H 0.8038 -1.3732 -4.7944 0.218
H 1.0509 -0.1674 -3.5500 0.192
H -0.0785 -2.6724 -2.4423 0.209
H -1.0914 -1.9490 -3.6822 0.203
H -0.9664 0.2773 -2.4184 0.214
H -0.0500 -0.5594 -1.1868 0.215
H -2.7090 -1.8202 -1.8429 0.239
H -1.8596 -1.6827 -0.3313 0.222
H -4.9242 1.5084 -2.9109 0.442
H -5.0115 2.4755 1.9296 0.271
H -3.5291 1.8130 2.6564 0.229
H -2.9260 4.0729 2.5693 0.231
H -3.8777 4.3939 1.1270 0.212
H -0.4064 1.9166 -0.1308 0.202
H 0.6909 1.9706 1.2980 0.238
H 1.8372 2.9303 -0.7095 0.220
H 0.5383 4.1042 -0.9038 0.215
H 1.5685 4.1766 0.5306 0.230
H -1.7275 0.7457 2.1576 0.250
H -1.1515 -0.4995 1.0856 0.242
H -3.8431 -0.9353 2.4358 0.242
H -2.7047 -2.1308 1.8453 0.230
```